Entry a
The following is a quantum chemistry calculation of 2 unconnected molecules or ions with the total composition C3H4O3, from the Open Molecules 2025 dataset.

Computed properties:
Frontier orbital gap (alpha / beta)   0.294 / 0.294 Ha
Highest occupied orbital energy (alpha / beta)   -8.93 / -8.92 eV
LUMO level (alpha / beta)   -0.92 / -0.92 eV

```
! RIJCOSX wB97M-V def2-TZVPD def2/J DEFGRID3
* xyz 0 1
C -0.7537 0.7923 -0.1805
C 0.6268 0.2663 0.0511
C -0.4110 -0.6147 -0.6839
O -1.5886 1.5204 0.2264
O 1.7942 0.6202 -0.4046
O -0.9022 -1.7293 -0.0127
H 0.4882 0.0081 2.0140
H -0.1458 -0.8442 -1.7895
H 2.1068 1.4523 -0.0685
H -1.2147 -1.4715 0.8483
*
```

=====

Entry b
The following is a quantum chemistry calculation of C3H4O3 in the gas phase, from the Open Molecules 2025 dataset.

Computed properties:
Frontier orbital gap   0.386 Ha
Structure (SMILES)   O=CC(O)C=O
Highest occupied orbital energy   -10.24 eV
LUMO level   0.28 eV

```
! RIJCOSX wB97M-V def2-TZVPD def2/J DEFGRID3
* xyz 0 1
O -0.2253 -1.7129 1.2403
C -0.6866 -0.6277 0.9638
C -0.3869 -0.0710 -0.4126
O -0.9449 1.1660 -0.6811
C 1.1192 0.0077 -0.3507
O 1.5953 1.1168 -0.3142
H -1.3034 -0.0247 1.6586
H -0.7103 -0.8106 -1.1514
H -0.2157 1.8126 -0.6964
H 1.7796 -0.8672 -0.2868
*
```

=====

Entry c
The following is a quantum chemistry calculation of C3H4O3 in the gas phase, from the Open Molecules 2025 dataset.

Computed properties:
Frontier orbital gap   0.335 Ha
Highest occupied orbital energy   -8.62 eV
LUMO level   0.49 eV

```
! RIJCOSX wB97M-V def2-TZVPD def2/J DEFGRID3
* xyz 0 1
C -1.7454 -0.5061 0.4756
C -0.2777 -0.6731 -0.0362
C 0.9666 0.3317 0.0297
O -2.3744 0.5563 0.1086
O 2.0751 -0.4205 0.3815
O 1.0310 1.4907 -0.2556
H 0.1333 -1.7113 0.2184
H -0.6590 -0.7263 -1.0625
H 2.8729 0.1709 0.4218
H -2.0226 1.4878 -0.2814
*
```

=====

entry b wins, 0.0750 hartree ahead of the next structure.

=====

Entry a
The following is a quantum chemistry calculation of C3H4O3 in the gas phase, from the Open Molecules 2025 dataset.

Computed properties:
Frontier orbital gap   0.364 Ha
Highest occupied orbital energy   -9.05 eV
LUMO level   0.85 eV

```
! RIJCOSX wB97M-V def2-TZVPD def2/J DEFGRID3
* xyz 0 1
O 1.3217 1.2523 -0.2714
C 1.4917 -0.0013 0.0908
C 0.3518 -0.8932 -0.1055
O -0.8016 -0.3454 -0.7362
C -1.5946 0.3675 0.0717
O -1.4367 0.5216 1.2541
H 2.2467 1.3243 0.0562
H 0.7177 -1.7109 -0.7336
H 0.1280 -1.2900 0.8929
H -2.4246 0.7752 -0.5190
*
```

=====

Entry b
The following is a quantum chemistry calculation of C3H4O3 in the gas phase, from the Open Molecules 2025 dataset.

Computed properties:
Frontier orbital gap   0.412 Ha
Structure (SMILES)   O=CCOC=O
Highest occupied orbital energy   -10.35 eV
LUMO level   0.86 eV

```
! RIJCOSX wB97M-V def2-TZVPD def2/J DEFGRID3
* xyz 0 1
O 0.0175 -1.3549 1.3514
C -0.4358 -1.3013 0.2388
C 0.0609 -0.3332 -0.8210
O 0.9666 0.6061 -0.2698
C 0.4017 1.4641 0.5987
O -0.7764 1.5497 0.8162
H -1.2497 -1.9776 -0.0956
H 0.6217 -0.8916 -1.5784
H -0.7896 0.1606 -1.3046
H 1.1832 2.0781 1.0643
*
```

=====

Entry c
The following is a quantum chemistry calculation of 2 unconnected molecules or ions with the total composition C3H4O3, from the Open Molecules 2025 dataset.

Computed properties:
Frontier orbital gap   0.349 Ha
Structure (SMILES)   O=C=CO.C=O
Highest occupied orbital energy   -8.99 eV
LUMO level   0.51 eV

```
! RIJCOSX wB97M-V def2-TZVPD def2/J DEFGRID3
* xyz 0 1
O 1.7496 -1.0537 0.8866
C 0.9082 -0.6594 0.1831
C -0.4336 -0.5887 -0.2017
O -1.2079 -1.6464 0.2126
H -0.6662 -0.1320 -1.1539
H -1.5134 -2.1466 -0.5558
C 0.2407 1.5048 0.1685
O 1.2261 1.1305 -0.5146
H 0.2670 1.5051 1.2668
H -0.5705 2.0864 -0.2917
*
```

=====

Entry d
The following is a quantum chemistry calculation of a molecular structure, C3H4O3, from the Open Molecules 2025 dataset.

Computed properties:
Frontier orbital gap   0.344 Ha
Highest occupied orbital energy   -9.71 eV
LUMO level   -0.34 eV

```
! RIJCOSX wB97M-V def2-TZVPD def2/J DEFGRID3
* xyz 0 1
C -1.1414 -0.0828 -0.0816
C -0.1637 -0.8656 0.8004
C 0.2667 0.0764 -0.2731
O -2.3281 0.1003 -0.2375
O 0.8190 1.7237 0.2943
O 1.0041 -0.2053 -1.3887
H -0.1919 -0.3590 1.6944
H -0.1649 -1.8906 0.5436
H 1.5230 1.4807 0.8111
H 0.3772 0.0222 -2.1629
*
```

=====

entry b wins, 0.0955 hartree ahead of the next structure.

=====

Entry a
The following is a quantum chemistry calculation of 2 unconnected molecules or ions with the total composition C3H3I2N, from the Open Molecules 2025 dataset.

Computed properties:
Frontier orbital gap   0.358 Ha
Structure (SMILES)   C=C(I)C#N.I
Highest occupied orbital energy   -9.93 eV
LUMO level   -0.19 eV

```
! RIJCOSX wB97M-V def2-TZVPD def2/J DEFGRID3
* xyz 0 1
C 0.3891 1.0535 0.6094
C 0.7863 -0.0248 -0.0818
I 1.4040 -1.8189 0.7668
C 0.9643 0.0260 -1.4972
N 1.0025 -0.0027 -2.6206
H 0.3259 0.9806 1.6854
H 0.1825 2.0815 0.0115
I -3.2522 -1.0870 0.7405
H -1.8024 -1.2084 0.3862
*
```

=====

Entry b
The following is a quantum chemistry calculation of a molecular structure, C3H3I2N, from the Open Molecules 2025 dataset.

Computed properties:
Frontier orbital gap (alpha / beta)   0.236 / 0.258 Ha
Highest occupied orbital energy (alpha / beta)   -9.37 / -9.62 eV
LUMO level (alpha / beta)   -2.95 / -2.59 eV

```
! RIJCOSX wB97M-V def2-TZVPD def2/J DEFGRID3
* xyz 0 1
C 1.1406 -0.1428 -1.4911
C 0.4494 0.3545 0.8043
C 0.5308 -0.5208 -0.3140
N 1.6465 0.1857 -2.4755
I -1.4721 1.6706 0.6058
I -3.7207 -1.1085 0.5907
H 0.2522 -0.1222 1.7558
H 1.2148 1.1209 0.8479
H -0.0414 -1.4374 -0.3239
*
```

=====

entry a wins, 0.0183 hartree ahead of the next structure.

=====

Entry a
The following is a quantum chemistry calculation of C4H3N3O in the gas phase, from the Open Molecules 2025 dataset.

Computed properties:
Frontier orbital gap   0.324 Ha
Structure (SMILES)   c1occ2[nH]nnc12
Highest occupied orbital energy   -8.52 eV
LUMO level   0.29 eV

```
! RIJCOSX wB97M-V def2-TZVPD def2/J DEFGRID3
* xyz 0 1
C -1.3551 -1.0950 0.0011
O -2.0691 0.0248 0.0703
C -1.3253 1.0570 -0.1273
C 0.0122 0.7562 -0.1097
N 1.3884 0.9457 0.0117
N 2.1608 -0.2021 0.0396
N 1.2896 -1.0880 -0.0143
C 0.0364 -0.6660 -0.0184
H -1.8016 -2.0540 0.0810
H -1.6797 2.1282 0.4080
H 1.9539 1.8244 0.2151
*
```

=====

Entry b
The following is a quantum chemistry calculation of C4H3N3O in the gas phase, from the Open Molecules 2025 dataset.

Computed properties:
Frontier orbital gap   0.341 Ha
Structure (SMILES)   N#C/C=N\N=C/C=O
Highest occupied orbital energy   -10.24 eV
LUMO level   -0.96 eV

```
! RIJCOSX wB97M-V def2-TZVPD def2/J DEFGRID3
* xyz 0 1
N -2.4159 1.5402 0.3305
C -2.0411 0.5403 -0.1175
C -1.5180 -0.6766 -0.7373
N -0.5024 -1.2951 -0.2402
N 0.0619 -0.9315 0.9175
C 1.1414 -0.2264 0.8641
C 1.8149 0.1983 -0.4290
O 2.8266 0.8688 -0.4078
H -1.9914 -1.0909 -1.6443
H 1.6015 0.0800 1.7879
H 1.3880 -0.1487 -1.4186
*
```

=====

entry b wins, 0.0532 hartree ahead of the next structure.